Entry 1:
# C36H28AsN4O6RuS2

A molecular structure, C36H28AsN4O6RuS2 in a non-equilibrium geometry (ωB97M-V/def2-TZVPD, OMol25).

Output
Total charge = +1
Molecular weight = 852.77 g mol⁻¹
HOMO-LUMO gap (spin up / spin down) = 5.212 / 4.898 eV
E_tot = -5185.96423 Ha
ΔE to the lowest compared entry with this formula, charge and spin = 98.5 kJ/mol

Each line ends with the Mulliken charge.
Atoms and positions in Å:
1 Ru -0.02618 0.15286 1.09171  -1.06
2 S 0.83502 0.61151 3.02820  -0.23
3 C 2.45592 1.31553 2.84836  0.74
4 C 3.16354 1.59393 4.01520  -0.69
5 C 4.45214 2.09501 3.92904  -0.59
6 C 5.03715 2.32513 2.68989  -0.76
7 C 4.32711 2.06048 1.52540  -0.25
8 C 3.03348 1.56872 1.60375  -0.87
9 As 1.94888 1.13591 0.07215  2.15
10 C 1.56859 2.79630 -0.82580  0.11
11 C 0.91345 2.74072 -2.05529  -0.07
12 C 0.50357 3.91297 -2.67003  -0.76
13 C 0.73393 5.13841 -2.05580  -0.61
14 C 1.38110 5.19286 -0.82982  -0.71
15 C 1.80081 4.02189 -0.21125  -0.69
16 C 3.10606 0.15183 -1.11365  0.43
17 C 3.64330 0.72333 -2.26183  -0.26
18 C 4.51093 -0.01624 -3.05327  -0.70
19 C 4.84864 -1.31250 -2.69369  -0.51
20 C 4.32269 -1.87628 -1.53859  -0.68
21 C 3.44754 -1.14857 -0.74932  -0.57
22 H 2.70822 1.40553 4.97921  0.49
23 H 5.00541 2.30267 4.83482  0.41
24 H 6.04520 2.71219 2.62979  0.42
25 H 4.77900 2.23561 0.55600  0.49
26 H 0.70971 1.78450 -2.52492  0.50
27 H 0.00031 3.87092 -3.62691  0.45
28 H 0.41095 6.05221 -2.53661  0.42
29 H 1.56331 6.14685 -0.35303  0.43
30 H 2.30406 4.06667 0.74716  0.40
31 H 3.38990 1.73747 -2.54331  0.41
32 H 4.92654 0.42449 -3.94962  0.45
33 H 5.52691 -1.88516 -3.31219  0.42
34 H 4.59091 -2.88539 -1.25462  0.45
35 H 3.02358 -1.59503 0.14165  0.38
36 N -5.96743 -3.27299 6.14986  -0.48
37 C -5.10263 -2.90723 5.16075  1.16
38 C -5.55239 -2.75356 3.84037  -0.85
39 C -4.67280 -2.41101 2.83724  -0.34
40 C -3.32880 -2.22216 3.13472  -0.54
41 C -2.86375 -2.36696 4.43798  -0.52
42 C -3.74114 -2.70666 5.44246  -0.80
43 S -2.21291 -1.77410 1.87700  2.03
44 O -0.92448 -2.31084 2.22904  -0.74
45 O -2.76973 -2.04314 0.58306  -0.73
46 N -1.89505 -0.15061 2.03293  0.05
47 C -2.42233 0.87507 1.34485  0.49
48 N -3.70305 1.01948 1.03228  -0.56
49 C -3.97530 2.11668 0.34588  -0.37
50 C -3.00878 3.04526 -0.06046  -0.82
51 C -1.69736 2.79240 0.26624  0.19
52 N -1.40493 1.72617 1.01692  0.34
53 H -6.95406 -3.30251 5.97298  0.20
54 H -5.67165 -3.26644 7.10797  0.20
55 H -6.59856 -2.91471 3.61223  0.29
56 H -5.01270 -2.29647 1.81647  0.48
57 H -1.81158 -2.23000 4.64815  0.44
58 H -3.38225 -2.83470 6.45603  0.29
59 H -5.01791 2.26604 0.08714  0.44
60 H -3.27886 3.92582 -0.62229  0.44
61 H -0.88061 3.43803 -0.03212  0.43
62 O -0.88709 0.00767 -0.89932  -0.48
63 C -0.22407 -1.05350 -1.10189  2.30
64 O 0.47710 -1.46036 -0.10648  -0.90
65 C -0.20850 -1.75253 -2.38177  0.04
66 C 0.67976 -2.80532 -2.56816  -0.59
67 C 0.73888 -3.48741 -3.78038  -1.35
68 C -0.12386 -3.06889 -4.76546  1.06
69 O -0.25966 -3.56219 -6.01780  -0.49
70 C -1.32784 -2.83481 -6.63178  -0.25
71 O -1.73660 -1.81973 -5.71689  -0.50
72 C -1.01581 -2.01520 -4.57653  0.73
73 C -1.08589 -1.33243 -3.39669  -0.92
74 H 1.32561 -3.09491 -1.75186  0.59
75 H 1.42082 -4.30928 -3.94372  0.45
76 H -2.16199 -3.51179 -6.82554  0.27
77 H -0.96878 -2.37509 -7.55216  0.25
78 H -1.78271 -0.52242 -3.23403  0.57



Entry 2:
# C13H32BIN4O8P

3 unconnected molecules or ions with the total composition C13H32BIN4O8P in a non-equilibrium geometry (ωB97M-V/def2-TZVPD, OMol25).

Output
Total charge = -1
Molecular weight = 541.11 g mol⁻¹
HOMO-LUMO gap = 5.510 eV
E_tot = -1999.29107 Ha

Each line ends with the Mulliken charge.
Atoms and positions in Å:
1 C 1.15867 2.43038 1.21815  -0.60
2 O 2.40346 1.80545 0.84267  -0.04
3 B 2.83472 2.25356 -0.45915  0.40
4 O 4.05165 3.03604 -0.50764  -0.54
5 P 1.93110 1.87413 -2.12479  -0.56
6 O 2.96247 0.52816 -2.63414  -0.55
7 C 2.15994 -0.62786 -2.80522  -0.69
8 I 1.36647 -0.61204 -4.83731  -0.10
9 C 1.13578 -0.60585 -1.59607  0.97
10 C -0.07673 -1.59516 -1.60622  -1.48
11 C -1.35738 -1.05326 -2.33222  -0.59
12 C -2.27301 -0.15386 -1.43382  -0.17
13 C -2.28150 1.36231 -1.80501  -0.57
14 N -2.21653 1.62815 -3.25805  -0.49
15 O 1.79988 -0.90033 -0.30369  -0.12
16 N 2.57461 -2.01314 -0.39507  0.09
17 O 3.57281 -1.85180 0.23777  -0.39
18 O 0.75222 0.73517 -1.47010  0.19
19 H 0.36417 1.64679 1.10611  0.02
20 H 0.92377 3.21271 0.45747  0.33
21 H 1.15739 2.80464 2.26047  0.34
22 H 3.76573 3.93589 -0.31318  0.25
23 H 1.11481 3.05606 -1.75801  0.06
24 H 2.95821 2.70295 -2.76372  -0.06
25 H 1.25926 2.01312 -3.40271  0.03
26 H 2.93404 -1.43010 -2.81214  0.55
27 H -0.36293 -1.74522 -0.53634  0.49
28 H 0.25716 -2.59451 -1.96773  0.35
29 H -1.10402 -0.59404 -3.31692  0.33
30 H -1.96299 -1.96200 -2.59536  0.33
31 H -3.31825 -0.51208 -1.54174  0.12
32 H -2.03236 -0.30669 -0.35936  0.28
33 H -3.26563 1.77470 -1.43495  0.36
34 H -1.48571 1.93154 -1.27163  0.01
35 H -2.81372 0.93937 -3.71097  0.19
36 H -2.55583 2.56302 -3.46366  0.23
37 C 3.63836 1.48815 3.72517  0.51
38 O 2.62434 1.94602 4.21501  -0.66
39 N 4.58831 0.79963 4.41173  0.10
40 C 5.77376 0.28067 3.76262  -0.91
41 C 4.40674 0.57948 5.83267  -0.98
42 H 3.86937 1.59926 2.65546  0.03
43 H 5.80441 -0.80564 3.87949  0.33
44 H 6.66192 0.72021 4.22543  0.35
45 H 5.76838 0.52332 2.70096  0.29
46 H 3.47979 0.02631 5.99885  0.29
47 H 4.33103 1.54254 6.34272  0.29
48 H 5.24611 0.01625 6.23817  0.38
49 C -5.22141 -1.52995 0.36644  0.09
50 O -4.01529 -1.46655 0.28109  -0.54
51 N -5.97596 -2.57677 -0.05615  0.12
52 C -7.41775 -2.58744 0.07448  -0.93
53 C -5.31162 -3.71887 -0.65735  -0.93
54 H -5.81849 -0.71463 0.80619  0.31
55 H -7.71902 -3.43806 0.69117  0.34
56 H -7.87054 -2.68022 -0.91587  0.34
57 H -7.76953 -1.66816 0.54112  0.29
58 H -4.60585 -4.14579 0.05787  0.30
59 H -4.75608 -3.39306 -1.53884  0.26
60 H -6.04274 -4.47284 -0.94417  0.38



Entry 3:
# C6H12O

A single C6H12O molecule in a non-equilibrium geometry (ωB97M-V/def2-TZVPD, OMol25).

Output
Molecular weight = 100.16 g mol⁻¹
HOMO-LUMO gap = 9.662 eV
E_tot = -310.97863 Ha
ΔE to the lowest compared entry with this formula, charge and spin = 211.7 kJ/mol

Each line ends with the Mulliken charge.
Atoms and positions in Å:
1 C -2.73659 0.16155 -0.29600  -1.27
2 C -1.41198 0.51517 0.37123  -0.34
3 C -0.36321 -0.57624 0.20509  -0.60
4 C 0.99146 -0.17639 0.75394  -0.33
5 C 2.15832 -1.02419 0.34528  -0.72
6 C 2.11850 0.33548 -0.20078  -0.13
7 O 1.84671 0.59091 -1.53295  -0.53
8 H -2.58995 -0.03557 -1.36464  0.32
9 H -3.17146 -0.74142 0.14906  0.31
10 H -3.46818 0.97010 -0.19820  0.35
11 H -1.56354 0.71265 1.44141  0.29
12 H -1.01171 1.44217 -0.06106  0.27
13 H -0.22614 -0.79763 -0.86234  0.35
14 H -0.74684 -1.51076 0.65328  0.34
15 H 1.09334 0.74969 1.28192  0.46
16 H 1.86925 -1.73805 -0.42260  0.26
17 H 2.94499 -1.35466 1.01135  0.25
18 H 2.84670 1.01658 0.26994  0.37
19 H 1.42032 1.46063 -1.54393  0.33



Entry 4:
# C9H18N2O

2 unconnected molecules or ions with the total composition C9H18N2O in a non-equilibrium geometry (ωB97M-V/def2-TZVPD, OMol25).

Output
Molecular weight = 170.26 g mol⁻¹
HOMO-LUMO gap = 9.138 eV
E_tot = -538.44461 Ha
ΔE to the lowest compared entry with this formula, charge and spin = 0.0 kJ/mol

Each line ends with the Mulliken charge.
Atoms and positions in Å:
1 H -4.89360 -1.23263 -1.37744  0.25
2 N -4.74462 -1.60927 -0.43130  -0.84
3 C -4.49926 -0.63344 0.37989  0.51
4 N -4.27667 -0.86031 1.70132  -0.39
5 C -4.44908 0.77972 -0.14380  -0.68
6 C -3.06236 1.41523 0.03725  -0.39
7 C -1.98471 0.80565 -0.87116  -1.00
8 H -4.41267 -1.78357 2.10495  0.26
9 H -3.98338 -0.14160 2.35249  0.18
10 H -4.71617 0.77704 -1.21012  0.32
11 H -5.22889 1.33575 0.38127  0.30
12 H -3.14109 2.50006 -0.15273  0.35
13 H -2.76249 1.34293 1.08768  0.26
14 H -1.67065 -0.19020 -0.52869  0.30
15 H -1.09644 1.45590 -0.90045  0.29
16 H -2.33582 0.72643 -1.91609  0.28
17 C 5.77203 -0.82756 0.75960  -1.18
18 C 4.53092 0.03752 0.80892  0.00
19 C 3.54026 -0.03282 -0.09812  0.50
20 C 3.50912 -1.13000 -1.12083  -1.30
21 C 2.47630 0.99091 -0.13533  -0.11
22 O 2.33523 1.91746 0.65029  -0.53
23 H 6.33800 -0.71932 1.69720  0.33
24 H 6.42851 -0.54880 -0.10815  0.30
25 H 5.56050 -1.89006 0.55767  0.33
26 H 4.48435 0.82354 1.55940  0.41
27 H 3.17037 -2.05084 -0.65536  0.31
28 H 4.50966 -1.30185 -1.51615  0.33
29 H 2.83437 -0.84710 -1.93642  0.39
30 H 1.76830 0.89121 -0.97581  0.24



Look up the E_tot of the second one.
-1999.29107 Ha